# 1
Here is a molecular structure, C20H48CaFLiMgN2O17PS from the OMol25 dataset. Energies are from ωB97M-V/def2-TZVPD.

XYZ file:
```
93
C20H48CaFLiMgN2O17PS, DFT ωB97M-V/def2-TZVPD
Ca -0.66395 -0.06808 1.00889
S 0.51037 3.45968 -5.55413
P -4.89060 -0.01009 3.40493
Mg 8.54065 -3.76530 -3.77766
F -4.92972 4.66206 7.18699
O 1.48862 -1.93123 2.68492
O 4.00814 -5.77296 -1.27041
O -7.57339 5.58578 4.24027
O -5.69280 -0.85805 4.24710
O -2.69307 0.13867 0.88915
O -2.57917 -3.19839 4.73610
O -4.27647 1.25719 4.07235
O -0.05940 4.23837 -4.42388
O 4.48639 -1.53469 -5.58999
O 5.36427 -3.97459 -3.98994
O 2.77544 3.15903 -0.11097
O -5.62224 0.38173 2.05695
O 2.09752 1.07079 -0.37056
O -3.47569 -0.79507 2.92231
O 3.07561 2.06594 -1.98411
O -3.06302 1.98567 -0.34742
O 2.80342 -2.72137 -3.38002
N -2.82475 1.72639 0.70767
N 1.91730 -4.12958 2.51914
C -2.50413 -0.07393 2.35954
C -8.71689 5.22464 3.50758
C 5.38460 -1.65723 -4.51571
C 2.40904 -2.16282 -2.16085
C 3.32381 -2.35200 -5.64547
C 2.31473 -2.85624 2.57274
C -4.61823 2.60292 3.53827
C 3.78910 -2.56845 2.49508
C 6.18286 -2.94160 -4.46843
C 2.66161 2.13610 -0.79437
C -5.41033 5.45017 3.18643
C -4.69736 4.96199 4.45055
C 2.32420 -2.08732 -4.55140
C 2.03146 2.71894 -4.95864
C -3.91552 3.65469 4.35044
C 2.74434 -5.32405 2.38663
C 5.61670 -5.30142 -4.37843
C -1.19630 -3.30054 4.45319
C 1.27960 4.62984 -6.67451
C -6.60588 6.33372 3.54043
Li 4.27822 -7.22865 -2.29466
H 2.93345 -2.70987 -1.37853
H 7.01950 -2.77573 -3.75139
H 2.58706 -5.97539 3.24557
H 2.69369 -1.10593 -2.09101
H -0.88758 -4.29901 4.75323
H 3.93783 -1.49503 2.55284
H -4.72619 6.02017 2.55181
H -5.82026 4.64442 2.56746
H -8.93316 5.91775 2.69237
H 2.46941 -5.86528 1.48270
H -5.69365 2.73407 3.61454
H 4.20039 -2.93229 1.55323
H 4.88986 -1.51449 -3.55259
H -1.54240 -0.65443 2.51537
H 1.76243 1.98712 -4.20132
H -9.56681 5.24569 4.18673
H 2.19294 -1.00708 -4.41393
H 2.66938 3.48104 -4.51296
H 5.60105 -5.42778 -5.46548
H -2.90322 -2.32887 4.49183
H 0.91819 -4.25489 2.58113
H -5.18470 0.10959 1.24302
H -3.97125 5.73150 4.70652
H 4.31740 -3.04055 3.32274
H -2.89401 3.84797 4.00900
H 1.96016 5.27188 -6.11601
H 6.08242 -0.82778 -4.65220
H 3.79323 -5.06097 2.33006
H 2.87903 -2.10891 -6.61079
H -0.62813 -2.55950 5.02279
H 3.57055 -3.41663 -5.65798
H 6.59664 -3.17189 -5.46398
H -8.65225 4.20911 3.10388
H 2.54593 2.22379 -5.78326
H 6.56143 -5.68437 -3.97493
H 1.35456 -2.52678 -4.82174
H 1.81473 4.08656 -7.45298
H 0.48995 5.22869 -7.12225
H 4.78740 -5.85925 -3.93171
H -2.35522 0.91963 2.81662
H -6.26410 7.14779 4.17943
H -7.00865 6.73761 2.60877
H -5.34791 4.89795 5.32649
H 1.32240 -2.26548 -2.00076
H -0.98507 -3.17228 3.37923
H -4.31511 2.66924 2.49450
H 4.15028 -5.17950 -2.02266
H -3.82074 3.27774 5.37049
```

Output
Orbital gap in eV: 1.17
Net charge: +1

***

# 2
Here is a molecular structure, C20H48KN6O6P2 from the OMol25 dataset. Energies are from ωB97M-V/def2-TZVPD.

XYZ file:
```
83
C20H48KN6O6P2, DFT ωB97M-V/def2-TZVPD
K -2.24370 2.35759 1.70117
P 2.15989 4.48787 -3.70059
P 2.30644 -4.07756 2.34947
O 1.58454 -2.77586 2.30872
O -5.68949 1.07856 10.89307
O -5.22501 -1.88354 -2.21953
O -4.97786 0.58935 8.83922
O -6.60109 -3.23800 -3.30946
O 1.25462 3.51495 -3.10195
N 4.02488 -4.11595 2.81452
N 2.34959 6.00697 -2.94748
N 3.79969 3.99025 -3.98691
N 1.63753 -5.15672 3.50841
N 1.66055 4.90421 -5.32307
N 2.21081 -4.97555 0.90807
C 1.76644 -4.76464 4.93450
C 4.79669 4.72616 -4.75048
C 3.22024 6.10039 -1.74946
C 2.28470 6.00678 -6.05825
C -7.26765 -3.23357 -4.52392
C -5.83055 -2.11412 -3.25503
C -5.85027 -1.33005 -4.54333
C 4.72177 -5.36772 3.26079
C 1.21034 6.88428 -2.79664
C 4.77444 -2.82845 2.69896
C 3.10119 -6.13857 0.67081
C -5.74540 1.29464 9.71650
C -5.20924 1.17266 7.54204
C 1.07582 -4.86838 -0.03033
C -6.57857 1.80827 7.57307
C 0.75386 4.11611 -6.21099
C -6.79625 -2.11602 -5.42650
C 4.31746 2.73469 -3.43971
C 0.24866 -5.70853 3.20895
C -6.67274 2.26642 8.99871
H -6.14701 -0.32529 -4.24248
H 1.44926 7.90451 -2.49640
H -0.46425 -4.88479 3.24511
H 0.19178 -5.28556 0.45189
H 5.34595 -5.72650 2.44239
H 4.66185 2.11886 -4.27052
H 4.20031 -2.25141 1.97405
H 4.00944 -6.14249 3.54437
H 1.00692 -4.02510 5.18805
H 1.59477 -5.60425 5.60807
H 2.86662 -6.66114 -0.25655
H 1.12191 -5.49153 -0.92345
H -8.29230 -3.24213 -4.15224
H 4.74898 5.76766 -4.43252
H -6.29839 -2.56775 -6.28451
H 2.86460 6.78669 -5.56474
H -4.37778 1.86137 7.39220
H 4.59573 4.65356 -5.81933
H 5.46135 -5.08343 4.00933
H 0.33714 3.25768 -5.68417
H 4.06674 5.42938 -1.89533
H -4.89162 -1.28022 -5.05968
H 3.53178 7.12933 -1.56968
H -7.63211 2.14179 9.50088
H 4.72461 -2.31470 3.65899
H 0.71038 6.84313 -3.76434
H -0.03069 -6.38049 4.02045
H -7.69435 -1.56203 -5.69969
H 2.93460 5.51325 -6.78086
H 3.56236 2.12976 -2.93772
H -0.08675 4.78675 -6.38904
H 4.12806 -5.79883 0.53590
H 2.70027 5.78056 -0.84644
H 0.16227 -6.21407 2.24715
H 5.10927 2.93705 -2.71847
H -5.18090 0.38648 6.78757
H 5.79176 -3.05676 2.38108
H 1.27832 3.81327 -7.11727
H -7.43958 1.21380 7.26749
H 2.76910 -4.44917 5.22302
H -6.51983 2.66265 6.89877
H 3.08070 -6.81063 1.52872
H 0.90828 -3.81851 -0.27078
H -6.99700 -4.13474 -5.07413
H 1.58116 6.45215 -6.76166
H 0.54746 6.50093 -2.02093
H 5.79253 4.38525 -4.46729
H -6.35611 3.30856 9.04111
```

Output
Orbital gap in eV: 5.60
Net charge: +1
Relative energy (zero: lowest compared OMol25 entry of this formula, charge and spin) in kJ/mol: 107.0

***

# 3
Here is a molecular structure, C20H48N2O14P from the OMol25 dataset. Energies are from ωB97M-V/def2-TZVPD.

XYZ file:
```
85
C20H48N2O14P, DFT ωB97M-V/def2-TZVPD
P 28.99300 64.64300 51.99200
O 29.98100 62.28900 45.17200
O 33.00700 62.42700 48.17500
O 29.12500 63.69600 46.80100
O 26.69500 61.83500 50.90700
O 29.67000 64.82000 50.51300
O 24.98700 64.46300 47.90900
O 25.84200 62.37000 48.19200
O 30.84900 62.17600 48.94100
O 28.02400 66.54300 46.12100
O 27.55500 64.81600 51.60700
O 29.37600 65.79500 52.77300
O 29.13300 63.27800 52.38000
O 26.72400 60.62900 52.91100
O 29.95300 67.68800 46.52800
N 28.22600 63.86600 49.81200
N 28.48000 67.58900 50.87800
C 29.35900 66.59500 46.52400
C 27.26000 67.63200 45.69700
C 26.62900 61.85500 52.07800
C 25.15100 63.19300 47.57800
C 24.54200 62.91800 46.21300
C 29.03500 62.73100 46.04500
C 26.83100 59.40400 52.25200
C 26.64600 62.99100 53.06300
C 31.62700 62.84100 43.71700
C 29.91100 65.29700 47.05800
C 31.25500 62.91200 45.12500
C 25.67100 64.96900 49.05500
C 26.08700 67.14000 44.94700
C 29.54400 60.20000 49.08700
C 31.84500 64.31200 49.25500
C 27.81000 61.85400 45.96100
C 25.40800 66.43700 49.15900
C 30.85600 60.76900 48.73300
C 32.00700 62.90400 48.67900
C 27.33000 58.34700 53.12600
H 24.47100 66.72400 48.73200
H 25.43500 67.76100 44.46900
H 24.74400 63.54500 45.46400
H 27.53400 59.50600 51.45300
H 31.07900 60.68000 47.66000
H 31.03000 64.95700 48.73900
H 29.94200 64.52400 46.32500
H 31.24700 63.94100 45.53300
H 28.03400 68.28700 50.58600
H 27.83600 68.51600 45.09000
H 28.39300 58.65700 53.44100
H 28.00100 60.83400 45.57700
H 26.69300 64.72000 49.11900
H 27.50500 62.99000 53.66400
H 24.49600 61.88100 46.00700
H 31.03100 65.35100 47.51400
H 28.61300 66.75000 50.34200
H 25.93000 62.89100 53.70000
H 31.88400 62.35000 45.81300
H 26.81800 58.08000 53.98500
H 29.11000 63.56400 50.20200
H 28.78200 60.92900 49.09800
H 25.85300 59.22300 51.82200
H 25.44000 66.61700 45.61100
H 26.96500 61.88200 46.82400
H 28.02000 63.37500 49.10400
H 29.13000 59.35300 48.59200
H 31.47500 61.86500 43.46600
H 26.57100 63.94500 52.38400
H 31.46800 64.34100 50.31100
H 31.01400 63.46900 42.92800
H 28.00100 67.20000 51.74600
H 26.01200 67.00300 48.42900
H 23.42300 63.19300 46.35500
H 27.36200 57.44700 52.61900
H 26.80000 68.12500 46.62900
H 32.91600 64.97000 48.98700
H 31.74800 60.32000 49.12000
H 25.61000 66.88500 50.05100
H 28.32900 64.83000 49.53600
H 29.31500 59.93400 50.12400
H 26.43500 66.30900 44.18600
H 32.51500 63.20700 43.38400
H 27.10800 62.30300 45.23800
H 29.14500 64.85200 47.86500
H 25.21000 64.39800 49.94800
H 29.23100 67.92300 51.06900
H 27.74900 64.24800 50.62400
```

Output
Orbital gap in eV: 5.37
Net charge: -1
Relative energy (zero: lowest compared OMol25 entry of this formula, charge and spin) in kJ/mol: 0.0

***

# 4
Here is a molecular structure, C20H49BrGaIN2P from the OMol25 dataset. Energies are from ωB97M-V/def2-TZVPD.

XYZ file:
```
75
C20H49BrGaIN2P, DFT ωB97M-V/def2-TZVPD
I 3.81824 6.07145 4.16062
Br 4.78229 2.24088 5.09018
Ga 4.32021 3.67029 3.18731
P 2.37055 3.08915 2.06008
N -3.52641 1.60153 -2.62716
N -2.28967 -4.88018 -1.43009
C 1.31315 1.02385 3.76301
C -3.47785 1.07341 -1.27526
C 1.15497 2.47257 3.31019
C -2.23591 1.92041 -3.21509
C 7.32486 3.69701 2.57477
C -2.69062 -5.80439 -0.38695
C -4.46841 0.90536 -3.48176
C -1.55903 -3.72355 -0.93738
C 2.72521 1.59988 1.02552
C -4.19086 -0.57095 -3.79220
C -3.15628 -7.14639 -0.93167
C -2.74419 1.98355 -0.30367
C -1.19482 0.79682 -3.30530
C 5.91205 3.76735 1.96600
C 7.53777 4.62578 3.77405
C -3.28894 -4.61245 -2.44945
C 1.48436 1.18332 0.23213
C -2.29169 -2.73895 -0.01871
C 7.73118 2.23893 2.88650
C -4.65297 -4.07566 -1.99706
H -1.67582 2.04073 -0.51359
H -5.36340 -4.13977 -2.82404
H -3.01956 -2.13533 -0.56039
H -1.10524 0.24703 -2.36691
H 0.64277 1.02047 0.90654
H 1.65655 0.30150 -0.38555
H -1.17055 -3.18114 -1.80377
H -3.31765 -7.84358 -0.10843
H 8.62152 1.96218 2.31813
H 7.98060 2.11494 3.93981
H -1.81641 -5.96796 0.24873
H 1.18524 0.31538 2.94417
H -2.41957 2.32810 -4.21270
H -2.80804 -3.24964 0.79536
H -3.02627 0.06924 -1.22556
H -1.80122 2.74317 -2.64353
H 3.13516 0.75350 1.58199
H -0.68067 -4.10202 -0.40604
H 6.67188 4.66410 4.43115
H -3.47637 -5.39682 0.27024
H 5.81314 2.91857 1.28128
H -3.96322 -1.13397 -2.88625
H 0.15083 2.62878 2.90813
H 6.93558 1.53668 2.64791
H 5.81361 4.67929 1.37175
H 8.38359 4.27516 4.37124
H 8.01357 4.05597 1.80096
H -1.57137 -2.05189 0.42940
H 3.49689 1.91564 0.31958
H -3.15500 2.99338 -0.33422
H 1.19495 2.02160 -0.40542
H 0.56573 0.77552 4.52112
H -5.07032 -4.64841 -1.16741
H -4.51308 0.95979 -0.93962
H -2.85226 1.60176 0.71226
H -3.45556 -5.53285 -3.01564
H -4.59842 -3.03117 -1.69589
H -5.07382 -1.02651 -4.24676
H 1.23383 3.11490 4.18903
H -4.09620 -7.06467 -1.47892
H -1.42167 0.08475 -4.09806
H -3.36509 -0.69669 -4.49107
H -2.40548 -7.57057 -1.59963
H 7.78575 5.63601 3.44705
H 2.29717 0.85990 4.20187
H -2.84467 -3.91340 -3.16276
H -4.55569 1.46025 -4.42029
H -5.44961 0.97715 -3.00130
H -0.21339 1.22198 -3.52253
```

Output
Orbital gap in eV: 6.51
Net charge: -1

***

F_max, respectively: 0.130 0.091 0.304 0.015 hartree/bohr.